# 1
The following is a DFT calculation (ωB97M-V/def2-TZVPD) of a cluster of 8 separate species, C21H67NO28P7 in total in a non-equilibrium geometry.

Output
Energy above the lowest of the compared OMol25 structures with the same formula, charge and spin ... 588.3 kJ/mol
Gap between HOMO and LUMO ... 8.3551 eV
HOMO energy ... -11.451 eV

```
! RIJCOSX wB97M-V def2-TZVPD def2/J DEFGRID3
* xyz 1 1
P 31.3772 -18.2854 -0.5278
P 29.7155 -27.6279 2.1782
P 21.5639 -29.0818 4.4781
P 25.4177 -17.0997 8.0323
P 30.6024 -23.8045 9.1207
P 22.5720 -21.1305 -0.2082
P 20.1653 -23.8739 8.7559
O 32.7104 -17.4598 -0.0817
O 30.0919 -23.2142 7.8509
O 19.0187 -23.7375 7.5892
O 22.6278 -28.0713 4.3781
O 23.8387 -16.7735 7.8672
O 21.2353 -20.2048 0.0183
O 21.1904 -29.6092 5.9198
O 29.4920 -24.6721 9.9198
O 30.3286 -17.1306 -0.9089
O 23.1644 -20.6605 -1.6454
O 21.7382 -30.4530 3.6066
O 20.0888 -28.5510 3.9107
O 31.0675 -22.7728 10.3027
O 23.5429 -21.1675 0.9327
O 19.7311 -22.5885 9.7201
O 31.0174 -27.2360 1.3385
O 25.5861 -17.0494 9.6901
O 26.2971 -15.7908 7.5498
O 21.9791 -22.5971 -0.5952
O 31.7179 -19.2658 -1.5922
O 29.0410 -28.8185 1.2798
O 25.8950 -18.3224 7.3025
O 30.2466 -28.4735 3.4436
O 21.5439 -23.8268 8.1599
O 19.7197 -25.2284 9.5626
O 31.9148 -24.7915 8.8641
O 28.7337 -26.5426 2.4098
O 30.8291 -18.7929 0.9397
N 25.7123 -23.5168 5.1710
C 31.8808 -26.1704 1.8072
C 29.4678 -19.2423 1.0653
C 31.7363 -23.2494 11.5295
C 25.9308 -14.4967 7.9442
C 29.3556 -28.8446 4.5393
C 22.8068 -23.6818 -0.6530
C 20.1513 -25.5239 10.9195
C 23.5610 -19.2960 -1.7875
C 20.6001 -22.1123 10.6719
C 33.4735 -17.8397 1.1000
C 32.8984 -24.4532 7.9499
C 19.3870 -23.2274 6.3124
C 23.3678 -16.4557 6.5867
C 22.0043 -30.3576 2.1902
C 19.0302 -29.4113 3.6760
C 26.8699 -17.0247 10.2984
C 30.6236 -16.1488 -1.8856
C 28.4036 -24.0164 10.5313
C 29.7937 -29.9223 0.9565
C 22.2195 -30.1232 6.7905
C 19.9767 -20.5290 -0.5037
H 26.5561 -23.1270 5.5662
H 24.8414 -14.5310 7.9325
H 28.8866 -29.8232 4.4374
H 30.4266 -15.1779 -1.4310
H 23.0140 -15.4247 6.5801
H 20.2656 -21.0790 10.7647
H 23.8543 -23.5892 -0.3659
H 26.8751 -17.9004 10.9474
H 22.4864 -17.0503 6.3466
H 34.5068 -18.0880 0.8576
H 18.8172 -22.3194 6.1154
H 23.0759 -30.2097 2.0561
H 31.1959 -22.8913 12.4057
H 26.4028 -14.3078 8.9084
H 19.6492 -24.8955 11.6552
H 19.8926 -26.5393 11.2198
H 31.8401 -25.3025 1.1491
H 25.9482 -24.3723 4.6886
H 20.0364 -20.0003 -1.4550
H 33.5454 -16.9871 1.7753
H 29.3099 -19.2178 2.1435
H 28.2728 -22.9713 10.2509
H 32.8887 -26.5847 1.8302
H 25.0409 -23.6975 5.9035
H 29.5608 -30.6494 1.7344
H 28.7140 -18.6048 0.6033
H 28.5824 -23.9750 11.6058
H 29.9702 -28.8577 5.4394
H 33.8230 -24.1128 8.4160
H 27.6773 -17.2013 9.5877
H 32.7565 -22.8785 11.6291
H 28.6384 -28.0536 4.7590
H 21.6696 -31.2951 1.7463
H 19.1425 -23.9159 5.5035
H 19.7688 -21.5609 -0.7865
H 32.5533 -23.6298 7.3246
H 27.0882 -16.1519 10.9137
H 29.2583 -20.2554 0.7223
H 18.2408 -29.2243 4.4041
H 21.4138 -29.5768 1.7108
H 27.3901 -24.3657 10.3339
H 19.2147 -20.1822 0.1943
H 21.2257 -25.3744 11.0258
H 22.4212 -24.4944 -0.0374
H 21.7799 -31.0813 7.0680
H 24.0902 -16.4603 5.7704
H 24.6232 -19.2479 -2.0274
H 22.9722 -18.7725 -2.5407
H 33.1429 -25.2910 7.2969
H 21.6525 -22.1726 10.3946
H 23.3796 -18.7538 -0.8595
H 26.3011 -13.7595 7.2318
H 31.5688 -25.8386 2.7974
H 25.3403 -22.8740 4.4865
H 22.8445 -23.9070 -1.7188
H 29.8277 -16.2519 -2.6232
H 30.8508 -29.7092 0.7978
H 33.0548 -18.6705 1.6679
H 29.6058 -30.3313 -0.0362
H 31.9406 -24.3183 11.4688
H 23.1928 -30.1891 6.3042
H 20.5096 -22.6785 11.5989
H 19.3207 -30.4559 3.5638
H 20.4429 -22.9615 6.2629
H 18.5632 -29.2473 2.7049
H 31.6294 -16.1192 -2.3048
H 22.1866 -29.5046 7.6874
*
```



# 2
The following is a DFT calculation (ωB97M-V/def2-TZVPD) of a structure of composition C31H58Br12HgN3O3 in a non-equilibrium geometry.

Output
<S²> ... 0.76
Energy above the lowest of the compared OMol25 structures with the same formula, charge and spin ... 0.0 kJ/mol
Gap between HOMO and LUMO (alpha / beta) ... 5.2674 / 5.2102 eV
HOMO energy (alpha / beta) ... -6.132 / -6.090 eV

```
! RIJCOSX wB97M-V def2-TZVPD def2/J DEFGRID3
* xyz 0 2
Hg -0.4654 -1.2251 0.3717
Br 3.7319 7.1076 -0.3177
Br 2.3477 5.9827 2.3419
Br -1.1516 -7.0110 -2.4376
Br 4.7434 -0.0087 -7.5461
Br 2.8339 3.9434 -0.0043
Br 6.0198 2.5295 -5.9482
Br 0.7677 -5.8935 -4.9397
Br -2.2597 -4.7521 -4.4845
Br 6.4840 4.9537 -1.8555
Br 7.4994 3.3082 0.8127
Br 5.7121 1.7082 -1.5442
Br 2.9481 2.5878 -7.2698
O 0.8849 -2.2337 -1.2117
O -1.2726 -1.4127 2.9092
O -1.5661 0.8089 1.0605
N 0.4466 -0.9440 -1.7800
N -2.2944 1.9939 1.5651
N -0.5663 -2.6316 2.5589
C -2.5937 -3.4219 1.2435
C -3.7311 4.4669 2.5258
C -0.6732 -5.4634 -3.5903
C 0.7549 -2.7991 3.2022
C 0.6343 -3.1638 4.6734
C 1.5859 -1.4131 3.1385
C -3.7444 2.7771 -0.3599
C -4.4422 0.8855 1.1538
C 2.0616 0.3260 -0.2911
C -3.6981 2.2115 1.0989
C -0.2813 2.8376 2.8584
C -2.3129 4.0422 3.0569
C -2.0179 -4.6163 3.3109
C 0.1327 1.4796 -3.2751
C -0.6239 -1.0163 -2.7911
C 7.0038 3.2185 -1.1232
C -0.5071 -4.8188 1.3809
C 0.9096 -4.9847 1.8819
C -1.0437 0.4913 -3.0945
C 1.5432 0.0824 -1.7315
C -1.8697 -1.8358 -2.3354
C -0.1160 -1.6944 -4.1167
C 3.5714 5.5275 0.8252
C 1.0589 1.4526 -2.1072
C -4.4408 3.1886 2.0711
C 4.3485 1.5383 -6.3812
C -1.0705 4.0834 0.7969
C -1.5142 3.2229 2.0164
C 1.6794 -3.7166 2.3868
C 2.7794 -0.3398 -2.6515
C -1.4505 -3.8339 2.1920
H 1.5982 -2.9600 5.1397
H -1.5357 -2.8066 -1.9693
H 0.7176 -2.3952 -4.0712
H 1.2846 0.7139 0.3676
H -4.2135 3.7609 -0.3699
H -2.2166 -3.8193 4.0274
H 1.8786 1.9990 -2.5735
H -3.0635 -4.2496 0.7123
H -4.2973 2.2587 -1.1433
H 4.5429 5.3390 1.2821
H 0.3873 3.6523 3.1368
H -0.2875 -4.6658 -2.9553
H -2.1707 -2.6919 0.5533
H 0.4429 -4.2305 4.7896
H -1.5285 0.5476 -4.0691
H -4.1312 0.1110 0.4526
H 0.5803 2.0010 -1.2959
H -2.7527 3.0169 -0.7436
H -0.0794 2.5309 -3.4699
H 1.5461 -5.5418 1.1944
H 3.5585 0.4079 -2.5035
H 0.6872 1.2217 -4.1774
H -0.4903 2.1779 3.7005
H 3.3101 -1.2748 -2.4722
H -5.3140 3.4626 1.4791
H -2.4308 -1.3827 -1.5181
H -0.1924 -2.6549 5.1692
H 2.5917 -0.5049 0.1743
H 0.8023 -5.6492 2.7393
H 2.5878 -0.2856 -3.7232
H 2.7977 1.1277 -0.3504
H 7.9386 2.9314 -1.6045
H -4.9126 2.6935 2.9199
H 2.6448 -1.4625 3.3923
H -2.9311 -5.1021 2.9673
H -5.5106 1.0157 0.9812
H -1.4110 -5.3478 3.8445
H -0.4395 -4.6131 0.3126
H -0.6238 3.4227 0.0539
H 0.3974 2.2414 2.2486
H 1.0887 -0.6623 3.7526
H 4.0183 1.1226 -5.4292
H -0.2044 4.7154 0.9929
H -3.3906 -2.7879 1.6321
H -3.6718 5.2861 1.8092
H -2.4581 3.4000 3.9256
H -1.7626 0.7741 -2.3256
H -1.0433 -5.7678 1.3784
H 2.1240 -3.2059 1.5327
H -1.7298 4.8913 3.4134
H -2.6393 -1.9841 -3.0929
H -4.1793 4.8959 3.4219
H -4.3789 0.4545 2.1529
H 1.6464 -1.0884 2.0997
H -1.8727 4.7021 0.3948
H -0.8435 -2.2041 -4.7484
H 2.4691 -4.0947 3.0361
H 0.2903 -0.9671 -4.8196
*
```



# 3
The following is a DFT calculation (ωB97M-V/def2-TZVPD) of a structure of composition C21H18FN3O4 in a non-equilibrium geometry.

Output
Energy above the lowest of the compared OMol25 structures with the same formula, charge and spin ... 1513.2 kJ/mol
Gap between HOMO and LUMO ... 7.2225 eV
HOMO energy ... -7.868 eV

```
! RIJCOSX wB97M-V def2-TZVPD def2/J DEFGRID3
* xyz 0 1
F -6.0724 2.0044 -0.9013
O -2.1205 -3.0672 -1.6882
O 0.4401 0.3734 0.8389
O 1.0888 -1.7147 -0.6651
O 2.7978 -0.1684 4.6008
N 1.3183 0.2451 2.7993
N 3.4970 -0.2509 2.2428
N -1.6165 -1.0623 -0.8313
C -1.4297 -2.2931 -1.0356
C 2.7062 0.3741 -3.8733
C 3.1430 0.4747 -2.4683
C 2.7261 -0.2101 -1.4701
C -4.9306 -0.1765 -1.2991
C 0.1240 -2.9279 -0.8005
C 1.3305 0.3711 1.5203
C 0.1093 0.5321 3.4559
C -3.8581 -0.7062 -1.3234
C -0.2411 2.0174 3.5697
C -2.7175 -0.4544 -0.7128
C 1.5017 -1.1286 -1.7367
C 0.8426 -0.8615 -2.8161
C 1.5839 -0.2152 -4.0217
C 2.7732 -0.1664 3.3069
C -4.9573 1.1627 -0.8101
C 2.7928 -0.2654 1.2635
C 3.3876 -0.1735 -0.2080
C -3.7882 1.5583 -0.1039
C 0.5583 2.8828 3.0683
C -2.6079 1.0958 -0.3764
H 0.0274 -3.4634 -0.0267
H 0.9607 -0.2356 -4.8349
H -0.5681 -0.0266 3.2951
H 0.1602 4.0330 3.1056
H -3.9963 -1.8179 -1.7142
H -1.8597 1.2959 0.2501
H -0.8741 2.2794 4.1180
H 0.4320 -3.3496 -1.7414
H -5.9202 -0.4260 -1.6665
H -3.8942 2.7970 0.4521
H 0.4269 0.2262 4.7700
H 4.0960 1.1784 -2.3906
H 4.5581 -0.6899 2.4361
H 1.4091 2.7641 2.5922
H -0.0038 -1.5456 -3.0064
H 4.3828 -0.6075 -0.1254
H 3.0349 0.9473 -4.7048
H -0.7528 -0.6086 -0.3327
*
```



# 4
The following is a DFT calculation (ωB97M-V/def2-TZVPD) of a cluster of 10 separate species, C22H18Cl27N3 in total in a non-equilibrium geometry.

Output
Gap between HOMO and LUMO ... 8.2406 eV
Structure (SMILES) ... c1cncc(-c2cccc3nccnc23)c1.ClC(Cl)Cl.ClC(Cl)Cl.ClC(Cl)Cl.ClC(Cl)Cl.ClC(Cl)Cl.ClC(Cl)Cl.ClC(Cl)Cl.ClC(Cl)Cl.ClC(Cl)Cl
HOMO energy ... -8.808 eV

```
! RIJCOSX wB97M-V def2-TZVPD def2/J DEFGRID3
* xyz 0 1
Cl -2.0247 1.1523 2.8749
Cl 0.1223 0.8231 4.8164
Cl 1.3388 -5.5844 7.2443
Cl 4.0061 -5.2957 -1.0221
Cl 3.4095 0.2196 -5.6476
Cl 8.0735 0.6319 -5.5900
Cl 0.6752 -2.8853 6.4057
Cl -2.8383 -3.5856 1.4345
Cl 8.5965 3.2375 -4.4137
Cl 10.7938 1.4137 -4.9422
Cl -1.6846 -6.0673 2.4279
Cl 4.3014 -1.5163 4.2690
Cl 2.7021 -3.7567 3.3379
Cl -5.9288 6.4409 2.7470
Cl 2.9422 -3.3445 8.1600
Cl -4.5423 -5.5968 2.6608
Cl 1.1310 -5.6569 -0.8216
Cl 2.0412 -1.0606 2.4920
Cl 2.2224 -3.0352 -1.4216
Cl 4.9613 2.4289 -4.5802
Cl 2.5244 5.3162 -9.6674
Cl -8.0827 4.5826 3.3370
Cl -0.3417 4.8852 -9.4786
Cl 2.6545 2.9467 -6.2686
Cl -1.3692 -1.5006 3.9002
Cl 0.8183 7.3700 -8.5237
Cl -5.8654 3.7477 1.6504
N -2.5259 -1.2934 -0.3906
N 1.6120 1.2204 -1.4888
N -5.2676 -0.5410 0.2691
C 0.3536 1.3687 -1.0355
C -2.1191 2.2326 0.5020
C -2.9418 -4.8525 2.6733
C 2.6839 -2.0540 3.8055
C 2.4316 -4.7796 -1.6323
C -1.8238 0.9442 0.1171
C 0.1601 -0.5918 0.3663
C 3.3519 1.8772 -5.0443
C -3.4682 2.6321 0.7736
C -0.4059 0.5621 -0.1932
C -4.4732 1.6814 0.6717
C -4.8805 -1.7409 -0.0780
C -3.5350 -2.1249 -0.4231
C 9.0956 1.5433 -4.4760
C 1.3234 -3.8841 7.7129
C 1.4773 -0.8315 -0.0573
C -6.9015 5.0999 2.1316
C -2.8701 -0.0251 0.0129
C 2.0898 0.0624 -0.9578
C -1.4491 0.2275 4.2766
C 1.0675 5.6334 -8.7227
C -4.2000 0.3286 0.3095
H -2.1540 0.3596 5.0892
H -7.4385 5.4444 1.2562
H 3.1088 -0.1982 -1.2810
H 1.1976 5.1954 -7.7404
H -3.3507 -3.1552 -0.7145
H -3.7122 3.6474 1.0529
H -5.5399 1.9480 0.8675
H -0.1494 2.2815 -1.3929
H -0.3898 -1.2306 1.0533
H 2.3868 -5.0063 -2.6908
H 8.9820 1.1194 -3.4859
H -5.6528 -2.5215 -0.1201
H -2.7871 -4.3953 3.6442
H 2.0296 -1.9448 4.6647
H -1.3543 3.0084 0.5847
H 2.7152 1.9032 -4.1657
H 0.6769 -3.7741 8.5749
H 2.0101 -1.6867 0.3009
*
```